Computed, not measured: a molecular structure, C11H33KN2O13S at a distorted geometry, with ωB97M-V/def2-TZVPD.

Structure (XYZ):
```
61
Properties=species:S:1:pos:R:3:forces:R:3
K -4.1087 -0.0785 -2.3475 0.499 -0.288 0.329
C 0.1855 -0.4879 -0.0096 0.438 1.014 0.284
C -1.1966 -0.5894 -0.6272 1.365 -1.359 1.343
O -1.6163 0.2539 -1.3948 -0.750 2.561 -1.857
O -1.8213 -1.6261 -0.3347 -1.268 -1.816 0.422
H 0.9217 -0.9353 -0.6774 0.023 0.114 -0.087
H 0.2977 -0.9267 0.9818 -0.432 -0.419 -0.146
H 0.4402 0.5614 0.1389 0.168 0.075 -0.393
C -3.4128 -3.8989 -2.7136 -0.040 -1.425 -0.205
O -2.9401 -2.5775 -2.8608 -1.276 -0.274 -0.341
H -2.5443 -4.5521 -2.6297 -0.094 -0.299 0.094
H -4.0953 -4.1013 -1.8882 0.337 0.574 0.792
H -4.0466 -4.3238 -3.4919 0.425 0.768 -0.977
H -2.6318 -2.4061 -1.9680 0.735 0.890 0.807
C -4.8252 -2.7649 0.5253 -0.527 0.294 0.615
O -5.2334 -2.0136 -0.6038 -0.166 0.488 -0.876
H -4.0545 -2.1612 1.0047 0.284 -0.604 -0.123
H -5.6477 -2.8337 1.2372 -0.182 -0.030 0.095
H -4.5678 -3.7882 0.2519 0.579 0.152 0.084
H -5.7207 -2.5724 -1.2135 -0.099 -0.152 0.137
C -1.7877 -2.8141 3.1899 0.113 0.408 -1.100
O -2.1155 -1.5575 2.6022 -0.264 0.392 1.274
H -2.3254 -3.5515 2.5939 0.206 -0.637 0.362
H -0.7088 -2.9528 3.1202 0.128 -0.401 -0.019
H -2.0498 -2.8938 4.2449 -0.326 0.411 -0.158
H -2.0149 -1.6228 1.6497 0.218 -0.193 -0.604
C -1.2861 4.0409 -1.7447 -0.677 0.419 -1.239
O -0.4880 3.0858 -2.4845 -0.482 1.028 1.336
H -2.3436 3.7827 -1.8002 -0.203 -0.215 -0.214
H -1.1614 4.2817 -0.6890 1.079 -0.749 0.220
H -1.2028 4.9983 -2.2591 0.163 -0.039 -0.118
H -0.7929 2.2291 -2.1768 0.158 -0.708 0.117
O 3.0283 1.7205 4.9911 -0.681 0.406 -0.477
S 2.0335 2.3422 4.1492 -2.046 1.591 -0.058
O 0.6770 2.7107 4.6802 3.978 -1.048 -1.696
O 2.6720 3.7767 3.5518 -2.179 -1.181 1.329
C 4.0549 3.8590 3.2113 0.043 -0.307 -0.642
C 4.3053 5.3530 2.8620 -0.271 -0.901 1.073
C 1.8714 1.2973 2.6189 0.168 0.736 0.755
H 4.0974 3.1599 2.3761 0.956 0.300 -0.424
H 4.6315 3.4394 4.0357 0.282 0.376 -0.022
H 4.1454 5.8920 3.7958 -0.346 0.163 -0.030
H 3.5551 5.6606 2.1336 0.291 0.119 -0.055
H 5.3237 5.6372 2.5969 -0.056 -0.538 -0.457
H 1.3927 0.3713 2.9373 -0.037 0.164 0.029
H 2.8663 1.0870 2.2264 0.058 0.040 0.284
H 1.3025 1.8038 1.8392 -0.155 0.106 0.409
C 0.4921 -3.9624 -1.2602 0.267 0.903 -0.060
N 0.8963 -3.6323 -2.6998 0.490 -0.368 -0.788
O 1.9695 -3.0453 -2.8803 -1.730 -0.861 0.350
O 0.1355 -4.0110 -3.6075 1.200 0.665 1.701
H 0.8504 -4.9383 -0.9328 -0.388 -0.262 -0.770
H -0.5802 -3.7767 -1.1979 0.168 -0.403 0.063
H 1.0069 -3.2857 -0.5782 -0.051 0.331 -0.449
C 3.3440 2.2579 -3.7592 -0.713 0.202 -0.100
N 3.5589 1.5259 -2.4815 -1.632 -3.082 -1.779
O 4.5620 1.7455 -1.9134 2.559 1.488 1.967
O 2.8491 0.5522 -2.2179 -0.419 1.187 -0.224
H 4.3395 2.4477 -4.1604 -0.296 0.151 0.065
H 2.7840 3.1625 -3.5223 0.233 0.071 -0.057
H 2.7297 1.6459 -4.4197 0.175 -0.026 0.207
```
Positions in Å, forces in eV/Å.

Results
2S+1 ... 1
E_LUMO ... -0.666 eV
Kohn-Sham gap ... 0.317 Eh
E_HOMO ... -9.280 eV
DFT total energy ... -68693.0078 eV